## A
C4H6OS | ωB97M-V/def2-TZVPD

total charge = 0
E_LUMO = -0.0082 Eh

Positions of all 12 atoms, in Å:
S  2.537  -0.170  -0.161
O  -2.498  -1.018  0.261
C  0.956  -0.334  0.064
C  -0.041  0.592  0.652
C  -1.220  0.960  -0.206
C  -2.311  -0.047  -0.421
H  0.536  -1.337  -0.308
H  -0.340  0.230  1.639
H  -1.744  1.802  0.136
H  -3.040  0.284  -1.185
H  0.537  1.597  0.898
H  -0.869  1.254  -1.244


## B
C4H6OS | ωB97M-V/def2-TZVPD

total charge = 0
E_LUMO = -0.0184 Eh

Positions of all 12 atoms, in Å:
S  -2.037  -0.804  0.106
O  -3.178  0.108  -0.075
C  -0.656  0.080  0.108
C  0.864  -0.728  -0.155
C  1.599  -1.793  -0.664
C  -0.517  1.589  0.462
H  1.160  -2.615  -1.175
H  1.532  0.103  0.320
H  0.276  2.024  -0.151
H  -1.437  2.104  0.271
H  2.649  -1.803  -0.503
H  -0.254  1.735  1.456


## C
C4H6OS | ωB97M-V/def2-TZVPD

total charge = 0
E_LUMO = 0.0207 Eh

Positions of all 12 atoms, in Å:
S  -1.437  1.731  0.488
O  1.049  0.069  2.537
C  0.733  -0.586  1.604
C  0.432  -0.218  -0.157
C  0.227  -1.261  -0.961
C  0.111  1.196  -0.479
H  0.318  -1.640  1.697
H  0.784  2.067  -0.416
H  -0.033  -1.281  -1.986
H  -0.143  1.127  -1.552
H  0.431  -2.243  -0.583
H  -2.472  1.038  -0.191


The least stable of them is B.


## A
C6H14N2O3 | ωB97M-V/def2-TZVPD

total charge = 0
E_LUMO = 0.0190 Eh

Positions of all 25 atoms, in Å:
O  3.538  0.514  -0.372
O  -2.731  -0.292  -1.021
O  0.120  2.452  -0.605
N  -0.527  1.847  0.252
N  -0.239  0.593  0.567
C  -3.795  0.462  -0.538
C  1.199  -0.020  -0.037
C  -2.015  -1.052  0.038
C  -1.207  -0.182  1.105
C  3.669  -1.039  -0.526
C  2.437  1.048  0.281
H  -2.742  -1.518  0.605
H  -1.799  0.483  1.776
H  -3.561  0.863  0.511
H  1.447  -1.128  0.137
H  -4.346  1.135  -1.317
H  -4.708  -0.132  -0.180
H  2.713  1.137  1.576
H  -1.443  -1.893  -0.242
H  -0.739  -0.988  1.650
H  2.911  -1.639  -1.386
H  3.641  -1.587  0.542
H  2.496  2.155  -0.530
H  4.648  -1.268  -0.944
H  1.031  0.049  -1.343


## B
C6H14N2O3 | ωB97M-V/def2-TZVPD

total charge = 0
E_LUMO = 0.0192 Eh

Positions of all 25 atoms, in Å:
O  -0.746  -0.491  -1.890
O  2.531  0.522  0.757
O  -1.342  -1.090  0.560
N  1.766  0.814  -0.187
N  0.563  0.254  -0.195
C  0.892  -2.053  0.785
C  0.024  -0.840  0.932
C  0.343  1.667  -2.223
C  -1.507  1.387  -0.457
C  -0.359  0.659  -1.220
C  0.017  -0.258  2.318
H  1.983  -1.744  0.908
H  -1.601  1.045  0.562
H  -2.575  1.255  -0.768
H  -0.299  0.760  2.081
H  0.673  -2.660  -0.081
H  -0.080  -1.189  -1.749
H  -1.215  2.341  -0.413
H  0.508  2.700  -1.814
H  -0.871  -0.758  2.805
H  0.808  -2.672  1.710
H  -0.355  1.710  -3.057
H  1.288  1.093  -2.671
H  1.060  -0.387  2.780
H  -1.507  -2.064  0.525


The least stable of them is A.


## A
C3H7O | ωB97M-V/def2-TZVPD

total charge = -1
E_LUMO = 0.1631 Eh

Positions of all 11 atoms, in Å:
O  -0.617  -1.112  -0.209
C  2.250  -0.012  -0.426
C  -2.614  0.088  0.429
C  -1.265  -0.109  0.208
H  1.173  -0.004  -0.268
H  2.499  -0.568  -1.330
H  -2.852  1.137  0.602
H  2.633  1.000  -0.530
H  2.735  -0.523  0.404
H  -0.629  0.793  0.412
H  -3.313  -0.689  0.709


## B
C3H7O | ωB97M-V/def2-TZVPD

total charge = -1
E_LUMO = 0.1707 Eh

Positions of all 11 atoms, in Å:
O  2.308  0.474  1.088
C  -0.773  -0.795  0.664
C  -0.431  0.185  -0.315
C  -0.687  0.089  -1.668
H  -0.313  0.824  -2.375
H  1.586  -0.109  0.769
H  -0.178  1.163  0.084
H  1.721  1.027  1.583
H  -0.266  -0.708  1.626
H  -1.583  -1.508  0.611
H  -1.384  -0.641  -2.068


## C
C3H7O | ωB97M-V/def2-TZVPD

total charge = -1
E_LUMO = 0.1809 Eh

Positions of all 11 atoms, in Å:
O  1.911  -1.481  -0.310
C  -0.786  1.620  -0.635
C  -0.836  0.324  -0.170
C  -0.801  -0.109  1.166
H  -0.442  0.545  1.953
H  -0.317  2.390  -0.032
H  1.220  -1.689  0.344
H  1.435  -0.716  -0.669
H  -0.922  1.825  -1.693
H  -1.158  -0.427  -0.898
H  -1.017  -1.128  1.451


The least stable of them is B.


## A
C20H24NO13P2V | ωB97M-V/def2-TZVPD

2S+1 = 3
total charge = -2
⟨S²⟩ = 2.02
E_LUMO (spin up / spin down) = 0.1296 / 0.1267 Eh

Positions of all 61 atoms, in Å:
V  0.498  1.352  -0.015
P  -1.143  3.261  1.875
P  0.351  1.179  3.080
O  4.817  -3.462  -2.905
O  -1.025  4.703  1.640
O  1.495  2.803  0.179
O  0.110  1.716  -1.918
O  1.239  1.227  4.407
O  -0.941  0.514  3.383
O  1.127  1.817  -3.917
O  -0.452  -0.225  0.059
O  -1.169  2.259  0.708
O  -2.362  2.909  2.834
O  1.228  0.713  1.919
O  0.120  2.744  2.782
O  4.516  -2.085  -4.650
N  2.051  0.205  -0.954
C  -4.197  -2.246  -0.739
C  3.542  -1.618  -1.199
C  2.311  3.923  0.338
C  3.509  -1.507  -2.584
C  -2.297  -3.133  1.063
C  4.332  -2.472  -3.484
C  -2.044  -1.953  0.319
C  -3.036  -1.493  -0.599
C  -5.700  -4.192  -0.227
C  1.020  1.379  -2.787
C  -0.789  -1.316  0.594
C  2.248  4.734  -0.945
C  2.715  -0.499  -3.131
C  -4.438  -3.409  -0.026
C  -2.929  -0.245  -1.420
C  2.809  -0.745  -0.416
C  -1.304  -3.623  2.075
C  -3.471  -3.831  0.879
C  3.708  3.460  0.700
C  1.996  0.327  -2.280
H  -0.349  -3.887  1.616
H  -3.640  -4.728  1.464
H  2.671  -0.360  -4.200
H  -6.448  -3.603  -0.756
H  -5.524  -5.097  -0.813
H  -2.817  0.643  -0.803
H  4.134  -2.407  -0.757
H  2.098  1.630  4.228
H  2.869  5.632  -0.863
H  -1.095  -2.864  2.830
H  -4.946  -1.893  -1.439
H  2.799  -0.780  0.668
H  1.224  5.037  -1.148
H  -2.292  1.962  3.072
H  2.602  4.142  -1.792
H  -6.132  -4.506  0.725
H  -0.074  -1.729  1.315
H  -1.691  -4.509  2.577
H  3.670  2.746  1.522
H  1.878  4.512  1.168
H  -2.065  -0.254  -2.082
H  4.321  4.315  1.001
H  -3.832  -0.142  -2.027
H  4.191  2.968  -0.146


## B
C20H24NO13P2V | ωB97M-V/def2-TZVPD

2S+1 = 3
total charge = -2
⟨S²⟩ = 2.01
E_LUMO (spin up / spin down) = 0.1335 / 0.1300 Eh

Positions of all 61 atoms, in Å:
V  0.628  -0.114  -1.316
P  3.352  1.554  -1.287
P  3.154  -0.636  0.457
O  1.854  -1.243  -0.027
O  1.554  -0.804  -2.774
O  3.990  1.938  -2.550
O  -5.415  -3.665  -2.015
O  3.870  0.065  -0.805
O  -0.802  0.733  -2.389
O  3.128  0.274  1.632
O  3.894  2.466  -0.072
O  -0.164  0.482  0.406
O  -2.522  0.256  -3.748
O  -4.484  -4.961  -0.409
O  1.836  1.506  -1.131
O  4.156  -1.862  0.768
N  -0.878  -1.685  -1.337
C  -1.103  2.979  0.553
C  -2.000  4.412  5.263
C  -3.208  -3.194  -1.314
C  -1.502  3.365  4.302
C  -0.020  -0.121  4.475
C  -1.017  2.149  4.779
C  2.197  -2.832  -3.847
C  -0.950  -2.801  -0.606
C  -4.511  -4.030  -1.242
C  -3.109  -2.052  -2.096
C  -0.634  1.405  2.526
C  -1.523  3.589  2.934
C  1.653  -0.750  -5.149
C  -2.095  -3.574  -0.569
C  -1.763  -0.013  -2.834
C  -0.154  0.358  1.623
C  -1.091  2.634  2.017
C  2.240  -1.303  -3.855
C  -1.928  -1.330  -2.085
C  -0.576  1.165  3.911
H  1.716  0.339  -5.136
H  0.600  -1.033  -5.223
H  -0.972  1.973  5.849
H  -3.945  -1.733  -2.701
H  -0.058  -3.046  -0.041
H  1.166  -3.173  -3.977
H  -1.877  4.543  2.558
H  -0.103  2.904  0.119
H  3.295  -0.993  -3.808
H  -0.030  -0.085  5.564
H  2.559  -3.201  -2.885
H  3.629  2.023  0.757
H  -2.095  5.382  4.775
H  -2.981  4.136  5.656
H  -1.324  4.518  6.113
H  4.073  -2.525  0.073
H  -1.477  3.994  0.417
H  -0.606  -0.987  4.164
H  2.814  -3.257  -4.645
H  2.189  -1.129  -6.025
H  1.010  -0.281  4.149
H  -1.721  2.295  -0.029
H  0.246  -0.563  2.052
H  -2.162  -4.463  0.042


The least stable of them is A.